1.
15
Properties=species:S:1:pos:R:3:forces:R:3 method="wB97M-V/def2-TZVPD" largest_force_ha_per_bohr=0.2803 homo_lumo_gap_ev=6.866 de_lowest_kj_mol=758.5 total_charge=0 lumo_energy_ev=-0.677 homo_energy_ev=-7.54
H -0.702 2.429 0.209 0.9 -3.9 -0.8
H 1.642 1.778 0.063 0.6 -0.1 -1.0
C -0.816 -0.211 0.045 -4.1 -0.7 -1.5
C -0.313 1.276 -0.055 -0.2 -1.1 0.1
N -1.973 -0.940 -0.083 1.5 4.2 1.7
H -3.782 -0.536 0.718 1.5 1.1 -2.6
H -3.168 1.051 -0.545 0.4 -4.9 2.2
N 2.829 -0.643 -0.155 1.0 2.9 2.6
C 1.475 -0.259 -0.068 0.5 -10.9 0.0
N -3.149 -0.249 -0.145 -1.2 2.7 0.0
H 0.304 -2.119 -0.476 -0.3 1.9 1.6
H 2.998 -1.592 0.198 -0.1 0.8 0.0
C 1.027 0.905 -0.217 -2.8 14.0 1.7
C 0.314 -1.046 -0.020 3.2 -3.0 -1.6
H 3.315 0.157 0.530 -0.9 -3.2 -2.4

=====

2.
15
Properties=species:S:1:pos:R:3:forces:R:3 method="wB97M-V/def2-TZVPD" largest_force_ha_per_bohr=0.1192 homo_lumo_gap_ev=8.153 de_lowest_kj_mol=620.5 total_charge=0 lumo_energy_ev=0.123 homo_energy_ev=-8.03
C -0.188 -0.591 0.532 2.1 -1.8 1.0
H -2.030 1.584 -1.077 0.9 -4.8 -0.4
H 1.424 -0.932 2.271 -0.6 1.3 -2.3
N -1.792 0.250 -1.004 -2.6 3.9 3.2
H -0.788 -1.578 0.681 2.2 0.7 -0.6
H -0.619 0.528 -2.374 1.3 1.6 -3.1
C 0.439 -0.214 -0.783 1.6 1.1 -2.7
N 1.740 0.164 -0.956 -4.1 -2.2 0.6
C 2.193 -0.217 0.311 -0.5 -1.1 2.5
H 3.219 -0.565 0.545 -0.5 1.1 -0.4
H -0.827 1.411 0.503 -1.0 -1.8 0.8
N -0.589 -0.076 -1.643 -0.4 -0.2 0.7
H -2.057 0.333 1.247 -1.5 -0.6 1.0
C 1.192 -0.432 1.226 0.9 -2.0 2.9
C -1.316 0.336 0.523 2.2 4.8 -3.1

=====

3.
15
Properties=species:S:1:pos:R:3:forces:R:3 method="wB97M-V/def2-TZVPD" largest_force_ha_per_bohr=0.0829 homo_lumo_gap_ev=10.065 smiles="C1=NC=NC[C@@H]2CN12" de_lowest_kj_mol=318.6 total_charge=0 lumo_energy_ev=0.688 homo_energy_ev=-9.38
C -1.962 0.277 -0.291 -1.3 -0.2 -1.1
H 0.572 -1.065 -1.609 0.9 -0.1 0.4
N 0.846 0.804 -0.574 -1.3 -0.1 1.2
H 0.413 2.462 0.522 0.2 1.7 0.8
N -1.704 -0.944 -0.071 -1.1 0.4 -1.5
H -0.296 -2.335 0.409 0.2 0.4 -0.1
N -1.375 1.431 0.142 3.2 1.8 0.7
H 1.736 -0.087 1.231 0.0 0.2 0.3
C 0.646 -0.676 -0.589 0.8 1.9 0.7
C -0.096 1.655 0.107 -1.1 -3.9 -1.5
H 2.865 0.007 -0.241 -0.9 0.1 0.3
H -0.263 -0.866 1.372 0.4 0.0 -0.2
H -2.822 0.551 -0.909 -0.4 -0.5 0.5
C -0.393 -1.235 0.338 0.5 -0.9 1.7
C 1.833 0.020 0.165 -0.1 -1.0 -2.2

=====

no.,DFT total energy (a.u.)
1,-358.7295
2,-358.7820
3,-358.8970